The following is a DFT calculation (wB97M-V/def2-TZVPD) of a structure of composition C12H24CoO13P at a distorted geometry.

Geometry as XYZ:
```
51
Properties=species:S:1:pos:R:3:forces:R:3
Co -0.689 28.894 1.797 1.094 0.645 -3.517
P -1.400 28.450 3.855 -3.977 -0.373 4.641
O -2.052 27.804 2.606 -1.880 -1.096 -0.063
O 0.008 28.090 3.411 4.002 -1.452 0.971
O -1.955 28.188 5.221 0.943 0.063 -1.770
O -1.258 29.929 3.414 -0.122 1.592 0.387
C -1.602 24.645 0.882 0.548 -0.223 0.340
C -0.266 25.013 1.546 -2.560 0.848 2.403
O 0.749 25.254 0.671 3.568 1.566 -3.429
C 0.898 26.495 0.151 0.339 0.221 -0.742
O 0.100 27.402 0.282 0.296 -0.053 0.208
O 2.026 26.628 -0.637 -0.732 -1.405 1.707
C 2.531 27.880 -1.127 -1.216 0.391 -0.743
H -2.001 25.404 0.209 0.340 0.078 -0.034
H -2.375 24.483 1.633 0.175 -0.013 0.151
H -1.438 23.704 0.357 -0.239 0.020 -0.236
H 0.064 24.260 2.262 0.090 -0.429 -0.493
H -0.321 25.899 2.179 -0.710 0.090 0.016
H 2.670 28.696 -0.418 0.220 -0.615 0.621
H 1.821 28.308 -1.835 -0.239 -0.149 -0.166
H 3.428 27.653 -1.703 0.012 -0.143 0.474
C -2.350 27.837 -2.580 -0.007 -0.179 -0.451
C -2.159 29.340 -2.333 0.252 -0.963 0.920
O -3.248 29.749 -1.495 0.323 1.110 2.421
C -2.996 29.947 -0.146 -1.829 -1.171 -0.653
O -1.919 29.748 0.410 -2.206 1.051 -1.420
O -4.231 30.251 0.398 1.671 -0.679 -1.639
C -4.315 30.390 1.809 1.503 0.122 1.211
H -1.538 27.386 -3.152 -0.077 0.341 -0.539
H -3.319 27.664 -3.047 0.159 0.051 -0.406
H -2.373 27.168 -1.719 0.074 0.750 0.719
H -2.209 29.989 -3.208 -0.089 -0.411 -0.166
H -1.219 29.532 -1.815 0.062 0.002 0.000
H -3.563 31.147 2.034 -0.176 -0.016 0.734
H -4.058 29.465 2.324 0.270 -0.083 -0.228
H -5.283 30.672 2.221 -0.184 0.237 -1.068
C 2.535 31.981 -1.718 0.816 -0.350 -0.487
C 1.361 32.196 -0.821 -1.064 0.218 -1.873
O 1.799 32.118 0.492 0.211 -0.826 1.388
C 1.588 31.054 1.252 -1.398 -0.576 0.639
O 0.748 30.143 1.018 2.850 2.395 0.304
O 2.366 31.242 2.318 0.408 1.029 -1.626
C 2.226 30.439 3.435 -0.940 -2.273 1.365
H 3.251 32.780 -1.522 0.256 -0.233 -0.280
H 2.329 31.883 -2.784 -0.456 0.668 -0.011
H 2.987 31.005 -1.539 0.240 0.015 0.546
H 0.563 31.508 -1.099 -0.142 -0.169 0.616
H 0.974 33.209 -0.926 -0.067 -0.033 -0.085
H 1.195 30.546 3.772 0.004 -0.728 0.078
H 2.853 30.578 4.315 0.454 1.524 -0.553
H 2.553 29.431 3.181 -0.870 -0.387 -0.180
```
Positions in Å, forces in eV/Å.

## Properties
2S+1: 5
HOMO level (alpha / beta): -8.8 / -8.9 eV